This record from the Open Molecules 2025 dataset describes a structure of composition C7H23AlN2O2PS in a non-equilibrium geometry. The level of theory is ωB97M-V/def2-TZVPD.

Structure (XYZ):
```
37
Properties=species:S:1:pos:R:3
C 1.6996 -0.7740 -2.0290
C 0.9444 0.4351 -1.5009
S 0.8760 0.3984 0.3166
C 2.0961 1.6050 0.9537
Al 3.7311 2.0513 -0.1853
P 5.6369 2.0882 1.2715
N 7.0384 1.4882 0.3453
O 5.4547 0.8328 2.4073
H 1.8694 -0.7268 -3.1011
H 2.6416 -0.8243 -1.5021
H 1.1468 -1.6669 -1.7498
H -0.0768 0.4492 -1.8642
H 1.4086 1.3604 -1.8233
H 2.3497 1.2311 1.9384
H 1.5536 2.5350 1.0887
H 3.5883 3.5755 -0.7042
H 4.0292 1.0392 -1.3952
H 7.6139 2.2871 0.1048
H 7.6043 0.9317 0.9808
H 5.6675 -0.0150 1.9830
C -2.7585 -2.1921 0.5055
C -2.9053 -0.6741 0.5102
C -4.2862 -0.1863 0.9704
O -5.3251 -0.3257 0.0142
C -5.9077 -1.6100 -0.0567
N -2.5393 -0.1621 -0.8085
H -3.2568 -2.6495 -0.3504
H -1.7039 -2.4593 0.4454
H -3.1682 -2.6332 1.4177
H -2.1773 -0.2798 1.2245
H -4.2168 0.8869 1.1639
H -4.5789 -0.6647 1.9153
H -5.9447 -2.0897 0.9262
H -5.3712 -2.2545 -0.7575
H -6.9276 -1.4896 -0.4243
H -2.5085 0.8534 -0.7768
H -3.2973 -0.3712 -1.4541
```

The net charge is -1. The HOMO energy comes out at -2.945 eV. The value obtained for the electronic energy is -41429.026 eV.